C17H18BMgN7O3S | ωB97M-V/def2-TZVPD

Atoms and positions in Å:
H (2.3895, -0.6185, 1.8137)
N (0.4402, -1.4933, 1.5168)
B (-1.3262, -3.1753, 0.4830)
N (0.0405, -2.7675, 1.1721)
C (1.0378, -3.6022, 1.4905)
Mg (-0.5122, -0.0701, 2.6525)
H (0.8816, -4.6680, 1.4856)
C (2.1339, -2.8500, 1.8863)
H (3.0638, -3.2429, 2.2441)
C (1.7684, -1.5112, 1.7745)
H (-1.5447, -4.3279, 0.7051)
C (0.3169, 1.6758, -1.9626)
H (0.8870, 2.3682, -2.5997)
H (-0.2412, 2.0652, -1.1604)
H (0.1456, 0.6641, -2.2482)
N (-1.1547, -3.1127, -1.1299)
N (-2.3429, -2.2522, 1.1788)
N (-0.6724, -1.9071, -1.6002)
N (-2.1332, -0.9238, 1.4977)
C (-1.3188, -3.9682, -2.1977)
C (-3.5462, -2.5965, 1.6765)
H (-1.6742, -4.9782, -2.1267)
H (-3.8974, -3.6077, 1.7397)
C (-0.9889, -3.2782, -3.3804)
C (-4.1720, -1.4515, 2.1679)
C (-0.6392, -1.9730, -2.9351)
C (-3.3048, -0.3862, 1.9512)
H (-1.0163, -3.6190, -4.3933)
H (-5.1373, -1.3798, 2.6489)
H (-0.3707, -1.1242, -3.5498)
H (-3.4759, 0.6966, 2.0601)
H (2.0172, 1.9036, -0.9765)
O (3.7811, 3.5617, -1.7375)
S (3.7137, 3.3512, -0.3198)
O (4.8759, 3.1135, 0.4976)
N (2.5123, 2.0299, -0.0362)
C (1.5472, 2.3579, 0.9484)
O (0.8497, 1.5142, 1.5795)
C (1.5117, 3.8266, 1.1084)
C (0.4563, 4.5775, 1.5923)
C (0.3856, 5.9293, 1.3134)
C (1.4286, 6.5625, 0.6231)
C (2.5747, 5.8473, 0.2407)
C (2.5635, 4.4754, 0.4556)
H (-0.2702, 4.0262, 2.1726)
H (-0.4873, 6.4821, 1.6201)
H (1.3249, 7.6120, 0.3677)
H (3.4365, 6.3392, -0.2450)

Its HOMO energy (alpha / beta) is -0.3072 / -0.1982 Eh. As for the LUMO energy (alpha / beta): -1.26 / -1.31 eV.



C24H68ClN6O10PS | ωB97M-V/def2-TZVPD

Atoms and positions in Å:
O (-4.2806, -2.6691, 6.4301)
P (-2.9415, -2.8915, 6.0219)
O (-2.8527, -3.3932, 4.5505)
O (-2.2717, -4.0664, 6.8747)
S (-0.8374, -3.6462, 7.7011)
O (-1.9866, -1.5909, 6.1541)
Cl (-2.7898, -0.2830, 6.8620)
H (-2.1075, -2.9776, 4.0789)
H (-0.9548, -4.4291, 8.7777)
C (2.4670, -7.1606, 12.4568)
C (2.4888, -5.7685, 11.8344)
C (1.2961, -5.4903, 10.9099)
O (1.3799, -6.0959, 9.6344)
C (0.9673, -7.4502, 9.5841)
N (3.7715, -5.5736, 11.1548)
H (2.7570, -7.9319, 11.7445)
H (3.1703, -7.2097, 13.2864)
H (1.4756, -7.4057, 12.8427)
H (2.4293, -5.0452, 12.6526)
H (1.2674, -4.4138, 10.7167)
H (0.3459, -5.7513, 11.3960)
H (0.1404, -7.6462, 10.2725)
H (1.7974, -8.1256, 9.8020)
H (0.6320, -7.6530, 8.5678)
H (3.8323, -4.6148, 10.8245)
H (3.7542, -6.1242, 10.3009)
C (-2.5681, 0.6887, -0.0359)
C (-1.5544, 0.4145, 1.0666)
C (-0.9340, -0.9836, 1.0159)
O (-1.7623, -2.0215, 1.5093)
C (-2.7068, -2.5355, 0.5870)
N (-2.1837, 0.6688, 2.3637)
H (-3.5244, 0.1979, 0.1412)
H (-2.7718, 1.7563, -0.1023)
H (-2.1869, 0.3602, -1.0061)
H (-0.7326, 1.1235, 0.9375)
H (-0.0625, -0.9847, 1.6762)
H (-0.5687, -1.2238, 0.0096)
H (-2.3107, -2.5391, -0.4320)
H (-3.6404, -1.9685, 0.6196)
H (-2.9296, -3.5612, 0.8801)
H (-1.4758, 0.5617, 3.0860)
H (-2.8339, -0.0910, 2.5454)
C (0.0695, -0.0376, -3.8346)
C (-0.3098, 1.3914, -3.4585)
C (-0.1488, 2.3892, -4.6110)
O (1.1900, 2.7695, -4.8856)
C (1.9095, 1.8725, -5.7110)
N (0.4486, 1.7825, -2.2742)
H (1.1496, -0.1733, -3.8857)
H (-0.3052, -0.7341, -3.0845)
H (-0.3585, -0.3214, -4.7983)
H (-1.3705, 1.3885, -3.1886)
H (-0.6635, 3.3108, -4.3270)
H (-0.6331, 2.0238, -5.5267)
H (1.2692, 1.4102, -6.4673)
H (2.3958, 1.0942, -5.1147)
H (2.6898, 2.4440, -6.2156)
H (0.1191, 2.6936, -1.9653)
H (1.4152, 1.9586, -2.5462)
C (4.8027, 0.5879, -1.0691)
C (4.4997, 0.7850, -2.5504)
C (5.7526, 0.9247, -3.4248)
O (6.3831, 2.1855, -3.3548)
C (7.2605, 2.3652, -2.2587)
N (3.5967, 1.9287, -2.7006)
H (5.1135, 1.5148, -0.5886)
H (3.9114, 0.2400, -0.5488)
H (5.5889, -0.1548, -0.9223)
H (3.9705, -0.1093, -2.8949)
H (5.4480, 0.8134, -4.4690)
H (6.4732, 0.1226, -3.2172)
H (7.7814, 1.4380, -2.0035)
H (6.7293, 2.7427, -1.3818)
H (7.9992, 3.1113, -2.5484)
H (3.3161, 2.0048, -3.6792)
H (4.1384, 2.7744, -2.5426)
C (-7.2706, -0.4367, 1.1293)
C (-7.4649, 0.7832, 0.2345)
C (-8.7354, 0.7211, -0.6239)
O (-8.6486, -0.1308, -1.7480)
C (-8.8865, -1.5011, -1.4882)
N (-6.2591, 0.9694, -0.5762)
H (-6.9270, -1.3053, 0.5679)
H (-6.5187, -0.2274, 1.8891)
H (-8.1968, -0.7044, 1.6406)
H (-7.5670, 1.6534, 0.8891)
H (-8.9142, 1.7189, -1.0325)
H (-9.6135, 0.4649, -0.0163)
H (-9.6409, -1.6385, -0.7085)
H (-7.9664, -2.0181, -1.2050)
H (-9.2524, -1.9518, -2.4101)
H (-6.3401, 1.8348, -1.1024)
H (-6.2599, 0.2505, -1.2951)
C (3.8863, 5.4427, -6.9232)
C (3.6695, 6.6677, -7.8037)
C (2.3789, 6.6034, -8.6317)
O (2.4416, 5.7568, -9.7615)
C (2.2167, 4.3848, -9.5005)
N (4.8549, 6.8660, -8.6420)
H (4.2207, 4.5775, -7.4955)
H (4.6528, 5.6454, -6.1766)
H (2.9686, 5.1714, -6.3958)
H (3.5781, 7.5337, -7.1418)
H (2.1849, 7.6023, -9.0306)
H (1.5174, 6.3393, -8.0039)
H (1.4828, 4.2416, -8.7014)
H (3.1464, 3.8712, -9.2428)
H (1.8294, 3.9353, -10.4142)
H (4.7561, 7.7350, -9.1586)
H (4.8423, 6.1513, -9.3643)

Its HOMO energy is -0.3326 Eh. As for the LUMO energy: -0.53 eV.



| no. | calculated total energy (eV) | maximum force (eV/A) |
| --- | --- | --- |
| 1 | -51447.5000 | 3.693 |
| 2 | -88049.6189 | 2.916 |